[1]
This record from the OMol25 dataset describes 6 unconnected molecules or ions with the total composition C24H46BrFO10S in a non-equilibrium geometry. The level of theory is ωB97M-V/def2-TZVPD.

Element x y z (Å)
C -3.257 -4.125 0.765
O -1.869 -3.916 1.208
C -1.508 -2.489 1.248
C -0.303 -2.296 2.342
F 0.095 -0.860 2.132
O -0.622 -2.429 3.798
S 0.963 -2.381 4.512
O 1.272 -1.069 5.332
O 1.305 -3.702 5.305
O 1.988 -2.594 3.123
C 1.038 -3.264 2.214
Br 1.636 -3.875 0.405
H -3.971 -3.275 1.135
H -3.236 -4.286 -0.394
H -3.645 -5.127 1.277
H -2.416 -1.773 1.429
H -1.061 -2.213 0.177
H 0.689 -4.270 2.753
C 3.476 0.657 3.497
C 4.025 2.053 3.647
C 4.458 2.377 2.234
O 3.580 1.660 1.355
C 2.828 0.718 2.132
H 2.778 0.372 4.288
H 4.300 -0.066 3.488
H 3.225 2.735 3.958
H 4.840 2.129 4.372
H 5.479 2.030 2.042
H 4.406 3.447 2.015
H 1.798 1.086 2.197
H 2.820 -0.253 1.627
C 2.356 -0.146 -2.422
C 1.714 -0.063 -3.783
C 1.047 -1.416 -3.901
O 0.692 -1.823 -2.572
C 1.338 -0.946 -1.639
H 2.568 0.829 -1.976
H 3.298 -0.704 -2.490
H 0.955 0.729 -3.787
H 2.421 0.136 -4.592
H 1.735 -2.165 -4.307
H 0.151 -1.389 -4.529
H 0.571 -0.295 -1.206
H 1.793 -1.532 -0.836
C 4.890 6.596 1.790
C 5.439 7.991 1.940
C 5.872 8.315 0.527
O 4.994 7.599 -0.352
C 4.242 6.656 0.424
H 4.192 6.311 2.581
H 5.714 5.872 1.781
H 4.639 8.673 2.251
H 6.254 8.068 2.664
H 6.893 7.969 0.334
H 5.820 9.386 0.307
H 3.212 7.024 0.490
H 4.234 5.686 -0.080
C -6.981 -0.184 -0.367
C -5.829 -0.620 -1.234
C -4.817 -1.082 -0.208
O -5.560 -1.577 0.915
C -6.933 -1.196 0.757
H -7.942 -0.169 -0.887
H -6.789 0.821 0.028
H -6.137 -1.465 -1.862
H -5.446 0.169 -1.886
H -4.197 -0.250 0.141
H -4.161 -1.869 -0.591
H -7.502 -2.097 0.503
H -7.316 -0.796 1.699
C -3.598 -3.423 -4.779
C -2.286 -3.528 -4.045
C -2.533 -2.663 -2.828
O -3.935 -2.748 -2.535
C -4.595 -3.378 -3.642
H -3.780 -4.246 -5.474
H -3.632 -2.483 -5.344
H -2.116 -4.567 -3.737
H -1.425 -3.201 -4.633
H -2.298 -1.613 -3.033
H -1.955 -2.987 -1.959
H -4.883 -4.387 -3.328
H -5.499 -2.820 -3.898

Computed properties:
SMILES   COC[C@@]1(F)OS(=O)(=O)O[C@@H]1Br.C1CCOC1.C1CCOC1.C1CCOC1.C1CCOC1.C1CCOC1
Multiplicity   1
Total energy   -4766.25174 Ha

Results of the Löwdin charge analysis, in e, for atoms 1 through 8: number 1, C, carries -0.08; number 2, O, carries -0.24; number 3, C, carries -0.09; number 4, C, carries -0.30; number 5, F, carries -0.04; number 6, O, carries -0.14; number 7, S, carries 0.95; number 8, O, carries -0.30

[2]
This record from the OMol25 dataset describes 2 unconnected molecules or ions with the total composition C4H7Cl2NSi in a non-equilibrium geometry. The level of theory is ωB97M-V/def2-TZVPD.

Element x y z (Å)
C 0.882 1.849 -1.523
C -0.535 -2.166 -0.058
C 1.623 2.152 -0.381
C -1.193 -0.874 0.023
N 0.270 1.497 -2.428
Si -0.107 0.416 1.009
Cl -1.202 1.991 1.729
Cl 1.163 -0.104 2.517
H -0.490 -2.733 0.903
H -1.207 -2.751 -0.715
H 0.411 -2.352 -0.512
H 1.485 3.072 0.060
H 2.477 1.611 -0.071
H -2.222 -0.958 0.436
H -1.356 -0.648 -0.989

Computed properties:
Relative energy (zero: lowest compared OMol25 entry of this formula, charge and spin)   3.161 eV
Multiplicity   1
Total energy   -1421.24533 Ha

Results of the natural (NBO) charge analysis, in e, for atoms 1 through 8: number 1, C, carries 0.22; number 2, C, carries -0.63; number 3, C, carries -0.65; number 4, C, carries -0.85; number 5, N, carries -0.40; number 6, Si, carries 1.38; number 7, Cl, carries -0.37; number 8, Cl, carries -0.35

[3]
This record from the OMol25 dataset describes 2 unconnected molecules or ions with the total composition C2H8N3. The level of theory is ωB97M-V/def2-TZVPD.

Element x y z (Å)
C 2.146 1.680 -0.316
N 0.906 1.614 -0.070
H 2.618 0.835 -0.811
H 2.739 2.552 -0.053
H 0.611 2.456 0.433
N -1.515 -0.090 -0.255
C -0.835 -0.996 0.375
N -1.110 -2.292 0.360
H -2.269 -0.360 -0.873
H -1.146 0.851 -0.330
H -0.015 -0.668 1.000
H -0.562 -2.872 0.975
H -1.569 -2.711 -0.436

Computed properties:
Relative energy (zero: lowest compared OMol25 entry of this formula, charge and spin)   1.242 eV
Multiplicity   1
Total charge   +1
Total energy   -245.02196 Ha

Results of the natural (NBO) charge analysis, in e, for atoms 1 through 8: number 1, C, carries 0.02; number 2, N, carries -0.70; number 3, H, carries 0.17; number 4, H, carries 0.18; number 5, H, carries 0.35; number 6, N, carries -0.69; number 7, C, carries 0.41; number 8, N, carries -0.72

[4]
This record from the OMol25 dataset describes C4H5NO in the gas phase in a non-equilibrium geometry. The level of theory is ωB97M-V/def2-TZVPD.

Element x y z (Å)
N -0.942 2.159 -1.158
C -0.277 1.218 -1.131
C -0.181 -0.046 -0.393
O -0.722 -1.105 -1.111
C 1.004 -0.188 0.485
C -0.371 -0.126 1.105
H -0.212 -1.145 -1.927
H 1.511 -1.129 0.403
H 1.638 0.697 0.591
H -0.786 -1.077 1.453
H -0.662 0.741 1.684

Computed properties:
Relative energy (zero: lowest compared OMol25 entry of this formula, charge and spin)   2.167 eV
SMILES   N#CC1(O)CC1
Multiplicity   1
Total energy   -285.33495 Ha

Results of the natural (NBO) charge analysis, in e, for atoms 1 through 8: number 1, N, carries -0.25; number 2, C, carries 0.21; number 3, C, carries 0.14; number 4, O, carries -0.66; number 5, C, carries -0.43; number 6, C, carries -0.40; number 7, H, carries 0.47; number 8, H, carries 0.23

[5]
This record from the OMol25 dataset describes a molecular structure, C4H10N2O in a non-equilibrium geometry. The level of theory is ωB97M-V/def2-TZVPD.

Element x y z (Å)
C 0.036 0.855 -0.164
N 0.338 1.519 -1.397
N 1.327 -0.378 1.517
C 0.961 -0.241 0.146
O -0.269 1.704 0.942
H 0.549 1.867 1.433
H 1.172 2.092 -1.326
H -0.434 2.104 -1.694
H 0.510 -0.405 2.118
H 1.899 -1.192 1.690
H 1.816 -0.321 -0.521
C -1.999 -1.042 -0.582
C -1.124 -1.922 -0.497
H -0.929 -2.969 -0.377
H -3.000 -0.701 -0.722
H -1.013 0.297 -0.364
H 0.160 -1.265 -0.200

Computed properties:
Relative energy (zero: lowest compared OMol25 entry of this formula, charge and spin)   5.425 eV
Multiplicity   1
Total energy   -343.00210 Ha

Results of the natural (NBO) charge analysis, in e, for atoms 1 through 8: number 1, C, carries 0.19; number 2, N, carries -0.83; number 3, N, carries -0.84; number 4, C, carries -0.18; number 5, O, carries -0.73; number 6, H, carries 0.47; number 7, H, carries 0.36; number 8, H, carries 0.37

[6]
This record from the OMol25 dataset describes 8 unconnected molecules or ions with the total composition C42H86F3NO14S in a non-equilibrium geometry. The level of theory is ωB97M-V/def2-TZVPD.

Element x y z (Å)
H -1.756 -4.978 -2.007
N -1.941 -4.022 -1.714
C -2.156 -3.969 -0.473
C -2.458 -2.671 0.193
C -1.254 -1.851 0.706
C -0.058 -1.873 -0.231
C -1.709 -0.395 0.802
O -2.879 -0.288 1.603
C -2.700 0.060 2.928
C -3.939 -0.351 3.710
C -3.743 -1.620 4.528
C -5.055 -2.156 5.040
O -5.162 -2.874 5.966
O -6.096 -1.704 4.320
S -2.648 1.858 3.272
O -2.455 1.979 4.694
O -3.762 2.524 2.651
C -1.127 2.645 2.555
F -0.047 1.958 2.904
F -1.084 3.862 3.069
F -1.193 2.716 1.236
O -0.905 -2.189 2.042
C -0.342 -3.475 2.238
C 0.011 -3.673 3.704
C 1.380 -3.122 4.071
C 1.451 -1.587 4.058
O 2.293 -3.726 3.182
C 3.646 -3.826 3.599
C 4.498 -2.686 3.126
C 4.976 -1.697 4.014
C 5.731 -0.611 3.528
C 6.002 -0.502 2.150
C 5.542 -1.495 1.257
C 4.798 -2.577 1.750
H -2.120 -4.868 0.139
H -2.998 -2.066 -0.528
H -3.121 -2.855 1.034
H 0.797 -1.457 0.298
H -0.241 -1.250 -1.099
H 0.209 -2.868 -0.559
H -0.882 0.185 1.194
H -1.931 -0.015 -0.188
H -1.808 -0.384 3.365
H -4.274 0.438 4.370
H -4.722 -0.495 2.979
H -3.166 -1.402 5.419
H -3.289 -2.414 3.941
H -6.762 -2.398 4.237
H -1.046 -4.249 1.929
H 0.564 -3.600 1.650
H -0.733 -3.171 4.317
H -0.006 -4.736 3.919
H 1.597 -3.431 5.097
H 0.464 -1.151 4.125
H 2.083 -1.207 4.852
H 1.887 -1.265 3.117
H 4.009 -4.740 3.139
H 3.716 -3.935 4.680
H 4.750 -1.766 5.068
H 6.094 0.141 4.211
H 6.555 0.341 1.773
H 5.734 -1.441 0.203
H 4.420 -3.341 1.086
C -4.053 5.295 -1.552
C -4.636 3.894 -1.655
C -3.831 2.896 -0.838
O -4.711 3.485 -3.021
H -3.032 5.308 -1.946
H -4.644 5.999 -2.138
H -4.025 5.638 -0.517
H -5.667 3.903 -1.301
H -2.803 2.843 -1.213
H -4.266 1.899 -0.917
H -3.801 3.176 0.215
H -3.814 3.466 -3.370
C 7.462 -2.930 -2.940
C 5.965 -2.764 -2.727
C 5.199 -2.828 -4.039
O 5.695 -1.534 -2.052
H 7.842 -2.125 -3.575
H 7.994 -2.883 -1.990
H 7.691 -3.882 -3.420
H 5.605 -3.546 -2.055
H 5.513 -2.022 -4.707
H 4.131 -2.711 -3.875
H 5.369 -3.780 -4.546
H 5.998 -0.815 -2.616
C 3.294 -2.258 -8.506
C 3.186 -3.103 -7.249
C 2.133 -4.193 -7.391
O 2.906 -2.288 -6.111
H 2.343 -1.755 -8.708
H 4.059 -1.494 -8.386
H 3.555 -2.869 -9.367
H 4.155 -3.560 -7.039
H 1.149 -3.746 -7.557
H 2.077 -4.793 -6.483
H 2.355 -4.852 -8.231
H 2.054 -1.862 -6.255
C 2.011 5.262 2.228
C 3.469 5.315 1.807
C 3.997 6.741 1.786
O 3.646 4.702 0.530
H 1.391 5.818 1.518
H 1.655 4.232 2.244
H 1.868 5.695 3.219
H 4.066 4.718 2.498
H 3.436 7.340 1.063
H 5.046 6.756 1.488
H 3.907 7.213 2.765
H 3.131 5.205 -0.109
C 8.510 -3.416 -8.884
C 7.013 -3.597 -8.684
C 6.550 -4.976 -9.132
O 6.286 -2.580 -9.372
H 8.762 -3.509 -9.944
H 8.821 -2.426 -8.553
H 9.078 -4.164 -8.330
H 6.768 -3.457 -7.629
H 6.747 -5.112 -10.199
H 5.477 -5.089 -8.975
H 7.066 -5.766 -8.585
H 6.475 -2.663 -10.313
C -5.747 4.176 4.915
C -6.662 2.970 4.750
C -6.284 1.856 5.713
O -6.615 2.510 3.392
H -4.713 3.895 4.698
H -6.029 4.971 4.225
H -5.793 4.570 5.931
H -7.695 3.269 4.924
H -5.263 1.525 5.509
H -6.942 0.995 5.591
H -6.332 2.188 6.750
H -5.704 2.252 3.200
C -9.073 4.613 0.613
C -8.874 5.540 1.803
C -7.745 6.530 1.553
O -8.622 4.786 2.983
H -8.167 4.027 0.437
H -9.886 3.914 0.807
H -9.304 5.173 -0.295
H -9.799 6.086 1.998
H -6.804 5.994 1.400
H -7.618 7.188 2.413
H -7.938 7.142 0.671
H -7.807 4.286 2.841

Computed properties:
SMILES   [H]/N=C/C[C@@](C)(CO[C@H](CCC(=O)O)S(=O)(=O)C(F)(F)F)OCC[C@H](C)OCc1ccccc1.CC(C)O.CC(C)O.CC(C)O.CC(C)O.CC(C)O.CC(C)O.CC(C)O
Multiplicity   1
Total energy   -3457.74802 Ha

Results of the Löwdin charge analysis, in e, for atoms 1 through 8: number 1, H, carries 0.05; number 2, N, carries 0.11; number 3, C, carries -0.26; number 4, C, carries -0.09; number 5, C, carries -0.48; number 6, C, carries 0.00; number 7, C, carries -0.12; number 8, O, carries -0.07

Per-record Kohn-Sham gap, eV: 8.7; 7.5; 10.9; 10.8; 9.1; 9.5
Per-record M, g/mol: 625.59; 168.10; 74.11; 83.09; 102.14; 918.20